(1)
Computed, not measured: one molecule with the formula C2H3N3O2 in a non-equilibrium geometry, with wB97M-V/def2-TZVPD.

The spin multiplicity is 1. The value obtained for the maximum force is 0.0625 hartree/bohr. The value obtained for the LUMO energy (spin up / spin down) is 0.2 / 0.2 eV. The gap between HOMO and LUMO (spin up / spin down) comes out at 8.769 / 8.770 eV. Its HOMO energy (spin up / spin down) is -8.58 / -8.58 eV.

Last column: Mulliken charge in e.
CARTESIAN COORDINATES (ANGSTROEM)
C 0.578 1.191 0.061  -0.42
C -0.093 -0.015 0.227  0.60
N 0.929 1.362 -1.200  -0.25
N -0.185 -0.622 -0.992  0.52
N -0.606 -0.692 1.354  -0.45
O -0.189 -1.761 -1.343  -0.61
O 0.517 0.439 -2.016  -0.19
H 0.937 1.942 0.846  0.32
H -1.210 -0.192 2.010  0.23
H -0.679 -1.654 1.054  0.25

(2)
Computed, not measured: a 8-piece molecular cluster, C22H63N3O13 overall in a non-equilibrium geometry, with wB97M-V/def2-TZVPD.

The spin multiplicity is 1. As for the SMILES: COC[C@H](C)N.COC[C@H](C)N.COC[C@H](C)N.OCCO.OCCO.OCCO.OCCO.OCCO. The value obtained for the maximum force is 0.0553 hartree/bohr. The value obtained for the LUMO energy is 0.4 eV. The gap between HOMO and LUMO comes out at 9.336 eV. Its HOMO energy is -8.93 eV.

Last column: Mulliken charge in e.
CARTESIAN COORDINATES (ANGSTROEM)
C 5.871 -2.962 -0.551  -0.62
O 5.994 -2.082 0.570  -0.35
C 5.689 -0.750 0.244  -0.13
C 6.203 0.237 1.315  0.16
C 5.705 -0.108 2.756  -1.36
N 5.784 1.613 1.005  -0.41
H 4.873 -2.902 -1.004  0.20
H 6.091 -3.982 -0.146  0.24
H 6.637 -2.658 -1.290  0.29
H 6.156 -0.534 -0.740  0.38
H 4.595 -0.669 0.162  -0.10
H 7.274 0.137 1.292  0.39
H 5.952 0.624 3.500  0.41
H 6.220 -1.035 3.102  0.36
H 4.644 -0.286 2.778  0.16
H 6.512 2.117 0.539  0.21
H 4.880 1.711 0.604  0.17
C -5.726 2.572 1.820  -0.95
O -5.622 1.215 1.939  -0.50
C -4.638 0.719 2.835  -0.39
C -4.944 -0.700 3.272  0.29
C -3.837 -1.254 4.138  -1.59
N -5.173 -1.487 2.063  -0.49
H -6.406 2.731 0.959  0.34
H -4.848 3.226 1.582  0.34
H -6.129 3.045 2.694  0.39
H -3.718 0.747 2.204  0.10
H -4.559 1.385 3.711  0.50
H -5.843 -0.790 3.900  0.34
H -4.134 -2.268 4.418  0.40
H -3.773 -0.588 5.032  0.42
H -2.837 -1.295 3.763  0.31
H -6.038 -1.177 1.626  0.21
H -5.476 -2.406 2.332  0.29
C -1.198 -6.705 1.548  -0.75
O -1.969 -5.906 0.663  -0.33
C -1.841 -4.525 0.858  -0.56
C -2.438 -3.775 -0.342  0.17
C -1.745 -4.296 -1.632  -1.44
N -2.256 -2.295 -0.191  0.00
H -1.428 -6.524 2.611  0.30
H -0.085 -6.540 1.431  0.28
H -1.460 -7.708 1.372  0.29
H -2.427 -4.206 1.773  0.31
H -0.812 -4.200 0.951  0.39
H -3.505 -3.943 -0.439  0.42
H -1.959 -3.606 -2.444  0.42
H -2.042 -5.318 -1.888  0.36
H -0.677 -4.281 -1.437  0.27
H -2.965 -2.025 0.494  -0.12
H -2.535 -1.737 -1.012  -0.06
O 0.798 1.183 -4.238  -0.54
C -0.307 0.410 -4.723  0.10
C -0.060 -1.078 -4.845  -0.51
O 0.281 -1.530 -3.525  -0.30
H 1.283 0.716 -3.521  0.28
H -1.153 0.603 -4.062  -0.21
H -0.563 0.777 -5.720  0.36
H 0.758 -1.326 -5.541  0.36
H -0.966 -1.655 -5.171  0.29
H 0.856 -2.318 -3.657  0.20
O 4.981 3.643 2.834  -0.59
C 3.553 3.883 2.868  -0.46
C 3.061 4.306 1.551  -0.30
O 3.323 3.255 0.580  -0.51
H 5.177 2.954 2.185  0.47
H 3.104 2.933 3.157  0.23
H 3.398 4.599 3.704  0.34
H 3.625 5.182 1.257  0.31
H 1.988 4.608 1.583  0.27
H 3.056 2.379 0.902  0.15
O -0.308 4.412 -1.701  -0.63
C 0.929 4.167 -2.393  0.37
C 1.241 5.198 -3.467  -0.59
O 1.334 6.451 -2.931  -0.54
H -1.086 4.071 -2.194  0.32
H 1.637 4.338 -1.627  0.23
H 0.910 3.242 -2.946  -0.07
H 0.509 5.151 -4.263  0.35
H 2.247 5.052 -3.865  0.30
H 0.503 6.650 -2.452  0.31
O 2.367 0.115 0.654  -0.32
C 1.469 0.288 -0.423  -0.54
C 0.523 -0.918 -0.550  0.34
O -0.063 -1.009 0.785  -0.62
H 1.922 -0.228 1.429  0.24
H 0.848 1.178 -0.302  0.20
H 2.130 0.533 -1.310  0.19
H 1.007 -1.857 -0.818  0.17
H -0.314 -0.864 -1.243  0.05
H -0.862 -1.588 0.562  0.34
O -3.254 -0.239 -2.576  -0.52
C -3.054 0.942 -1.845  -0.38
C -3.763 0.961 -0.462  0.58
O -5.132 0.659 -0.628  -0.65
H -4.169 -0.556 -2.288  0.36
H -1.971 1.076 -1.640  0.01
H -3.450 1.801 -2.383  0.41
H -3.592 1.933 0.037  0.23
H -3.292 0.223 0.185  -0.52
H -5.494 0.738 0.299  0.49

(3)
Computed, not measured: one molecule with the formula C4H6N2O, with wB97M-V/def2-TZVPD.

The spin multiplicity is 1. As for the SMILES: [H]/N=C/C(=C)/N=C/O. The value obtained for the maximum force is 0.0101 hartree/bohr. The value obtained for the LUMO energy is 0.8 eV. The gap between HOMO and LUMO comes out at 10.023 eV. Its HOMO energy is -9.21 eV.

Last column: Mulliken charge in e.
CARTESIAN COORDINATES (ANGSTROEM)
H -1.070 -2.504 -0.425  0.22
N -0.875 -1.510 -0.386  -0.51
C 0.308 -1.190 -0.721  -0.03
C 0.708 0.231 -0.477  0.44
C 1.931 0.541 -0.044  -0.87
N -0.408 1.087 -0.417  -0.58
C -1.043 0.802 0.647  0.08
O -2.282 1.189 0.929  -0.43
H 1.072 -1.893 -1.071  0.38
H 2.128 1.530 0.359  0.28
H 2.730 -0.194 -0.013  0.26
H -0.598 0.212 1.448  0.41
H -2.600 1.700 0.171  0.35

(4)
Computed, not measured: C33H56ClN2NdO3P as an isolated structure in a non-equilibrium geometry, with wB97M-V/def2-TZVPD.

The expectation value of S² is 3.779. The charge is -1. The spin multiplicity is 4. The value obtained for the maximum force is 0.1625 hartree/bohr. The value obtained for the LUMO energy (spin up / spin down) is 2.1 / 2.1 eV. The gap between HOMO and LUMO (spin up / spin down) comes out at 3.374 / 3.435 eV. Its HOMO energy (spin up / spin down) is -1.29 / -1.36 eV.

Last column: Mulliken charge in e.
CARTESIAN COORDINATES (ANGSTROEM)
Nd -1.783 -2.606 -0.967  0.87
Cl -2.923 -4.378 -2.376  -0.57
P 0.951 1.923 -1.262  -0.35
C 0.714 1.471 0.576  0.78
H 1.592 1.568 1.284  0.77
H 0.672 0.354 0.302  -1.36
C 0.778 0.505 -2.421  1.96
C 2.664 2.368 -0.875  0.91
C 0.974 0.937 -3.890  -0.94
H 1.598 -0.200 -2.138  -0.79
C 1.119 -0.306 -4.772  -0.98
H 0.092 1.508 -4.221  0.40
H 1.855 1.607 -4.047  0.29
C -0.103 -1.214 -4.625  -1.13
H 1.268 -0.011 -5.783  0.50
H 2.023 -0.852 -4.469  0.30
C -0.443 -1.533 -3.165  -0.41
H -0.968 -0.728 -5.103  0.40
H 0.088 -2.157 -5.181  0.44
C -0.589 -0.249 -2.320  -0.15
H -1.404 -2.078 -3.183  0.43
H 0.330 -2.182 -2.735  0.12
H -1.349 0.365 -2.777  0.05
H -0.918 -0.417 -1.264  0.28
C -0.195 3.289 -1.684  -0.20
C 2.693 3.676 -0.052  -0.97
H 3.023 1.566 -0.237  -0.08
C 4.132 3.976 0.351  -0.80
H 2.262 4.497 -0.608  0.43
H 2.090 3.575 0.865  0.30
C 5.205 3.773 -0.726  -0.87
H 4.175 5.020 0.736  0.40
H 4.389 3.333 1.220  0.37
C 4.984 2.506 -1.574  -0.48
H 5.259 4.627 -1.364  0.35
H 6.181 3.673 -0.226  0.41
C 3.564 2.404 -2.090  -0.58
H 5.667 2.478 -2.438  0.44
H 5.198 1.625 -0.970  -0.02
H 3.293 3.268 -2.732  0.23
H 3.433 1.492 -2.691  0.17
C -1.625 2.862 -2.101  -0.84
H -0.282 3.866 -0.730  1.28
C -2.496 4.121 -2.263  -1.09
H -1.575 2.346 -3.072  0.32
H -2.083 2.162 -1.376  0.41
C -1.887 5.096 -3.269  -0.67
H -3.508 3.823 -2.569  0.41
H -2.596 4.616 -1.299  0.44
C -0.440 5.432 -2.936  -1.08
H -1.918 4.622 -4.277  0.29
H -2.481 6.013 -3.322  0.44
C 0.426 4.184 -2.759  -0.50
H 0.016 6.060 -3.707  0.42
H -0.408 6.001 -2.009  0.39
H 0.460 3.618 -3.707  0.13
H 1.452 4.473 -2.506  0.18
C -3.710 -1.463 -0.214  -0.93
C -0.483 1.849 0.986  0.16
H -3.383 -0.598 -0.896  0.01
C -1.151 1.504 2.317  -1.22
H -1.165 2.399 0.291  -0.38
C -1.275 0.022 2.792  0.37
H -0.676 2.020 3.180  0.29
H -2.241 1.847 2.244  0.21
C -2.543 -0.794 2.518  -0.34
H -0.271 -0.488 2.637  -0.46
H -1.307 0.116 3.864  0.38
C -3.527 -0.910 1.259  -0.72
H -2.278 -1.824 2.830  0.29
H -3.227 -0.428 3.360  0.35
H -4.062 -1.871 1.560  0.19
H -4.266 -0.078 1.333  0.26
C 3.791 -0.777 0.035  -0.74
C 3.877 -2.224 0.470  -1.50
C 2.564 -2.925 0.832  2.59
C 2.688 -4.437 1.102  -0.65
C 3.458 -5.141 0.025  -1.34
C 1.773 -2.283 1.957  -0.74
O 2.035 -1.258 2.578  -0.62
N 0.606 -3.015 2.231  0.22
C -0.167 -3.330 1.136  0.15
O -1.415 -3.583 1.226  -0.72
N 0.360 -3.186 -0.079  -0.20
C 1.660 -2.828 -0.363  -0.68
O 1.989 -2.472 -1.502  -0.68
H 3.341 -0.681 -0.967  0.38
H 4.821 -0.364 -0.035  0.10
H 3.231 -0.177 0.766  0.30
H 4.285 -2.814 -0.359  0.44
H 4.545 -2.317 1.342  0.33
H 3.134 -4.589 2.108  0.58
H 1.677 -4.886 1.182  0.34
H 4.550 -5.039 0.193  0.28
H 3.228 -6.215 0.026  0.45
H 3.214 -4.731 -0.957  0.25
H 0.067 -2.809 3.076  0.54

Calculated values (a.u.) of E for the records, taken in order: -392.5772 -2018.2309 -340.7126 -2989.0529.
Calculated values (kcal/mol) of energy above the lowest of the compared OMol25 structures with the same formula, charge and spin for the records, taken in order: 135.7 28.9 51.6 166.9.